## 1
Density functional theory data (ωB97M-V/def2-TZVPD) for a molecular structure, C44H43CsFGeN7O4SSi.

Element x y z (Å)
C  -5.11650  -1.32229  -5.19202
H  3.36437  -5.48714  -1.25649
C  3.28978  -1.70224  2.74113
H  -2.79909  6.34240  3.35097
C  -4.69098  -1.18458  -3.87891
C  3.61785  -0.23595  4.59041
H  -0.43972  -0.36080  4.78726
C  -2.01210  3.12855  2.66975
H  -4.42056  6.33676  5.13632
N  1.75365  -2.39040  -1.21346
C  -3.55044  -3.57931  0.79575
H  -1.87898  -2.74373  -0.24463
H  4.25294  0.36695  5.22620
C  -4.90193  -3.46857  1.08277
S  -1.09044  2.15435  1.53286
C  2.24919  -0.28995  4.81205
C  -2.68222  2.50444  3.71469
H  -3.93345  2.76816  5.42960
C  -2.77486  5.26299  3.44297
C  3.68089  -0.18763  -3.50007
H  0.94772  -4.32991  1.66640
H  1.78895  0.27247  5.61422
H  -5.32447  -1.53793  -3.07312
H  -0.48032  -4.69831  0.71192
H  -4.63009  -1.01057  -7.25702
N  1.98281  -1.76829  2.95368
H  3.25512  -3.93749  -2.85150
C  -4.25774  2.09101  -2.20977
H  -2.34165  -0.36691  2.42603
C  3.36935  -2.87399  -3.02094
H  -2.41645  -0.02583  -6.77362
C  -3.44964  -0.61455  -3.59486
C  1.47387  -1.07728  3.97465
Ge  -2.82376  -0.38238  -1.77759
C  -2.73087  -3.00141  4.51482
C  0.00395  -1.14647  4.16505
H  -5.25122  3.91945  -2.68070
H  -0.06631  -3.03628  1.13615
H  -6.69753  -2.32681  0.79832
C  2.88268  -5.08282  -0.36402
H  3.65886  -2.25978  1.88594
C  -3.88669  4.05203  -0.98275
H  4.78850  -3.17536  -4.58236
H  3.63735  -4.51992  0.19230
H  -5.60557  -0.62255  -0.60890
H  -0.50935  -4.35627  -2.33712
C  -3.05857  -0.34250  -5.96231
C  4.41440  -1.08636  -4.26195
O  -7.09034  -1.45832  3.12696
H  5.21262  -0.93172  3.32026
C  2.60126  -2.00305  -2.19868
H  2.57600  -5.93079  0.25465
H  -5.38460  -4.20695  1.71029
H  -4.86947  4.93111  5.94969
H  5.09379  -0.73814  -5.02732
H  0.96756  -5.06687  -2.98525
H  3.76346  0.88245  -3.64929
Si  1.39704  -3.98690  -0.76914
H  -1.65724  0.22254  -4.44454
C  -2.63410  -0.20224  -4.64863
H  -1.52042  4.97702  1.72278
Cs  0.71739  -0.36509  0.35435
H  -1.30780  -0.32366  -1.75486
C  -2.93246  -2.63315  -0.01178
F  2.13147  0.33567  -1.83771
C  -3.66467  -1.56410  -0.52438
N  -3.39837  1.44370  -1.39365
C  0.35077  -3.99284  0.81594
C  -4.10910  -3.01480  4.59836
H  -6.50543  -1.03424  2.48642
H  -6.07932  -1.76851  -5.40457
N  -4.16064  5.40628  5.41637
C  -3.41423  3.25577  4.61300
C  -4.87602  -2.07816  3.90610
O  -0.18263  3.00643  0.80974
C  4.23900  -2.44104  -4.00518
C  -3.47294  4.64665  4.48724
H  -4.03116  5.11394  -0.80589
N  -2.09921  1.40061  0.49139
C  -5.63988  -2.40524  0.57568
H  0.08152  -5.89984  -1.70263
H  -4.76662  -0.35166  2.59413
H  -2.13873  -3.74511  5.03183
H  -4.62139  -3.76012  5.19199
C  -4.56331  3.40468  -2.02954
C  -4.22444  -1.11704  3.13992
N  -3.05651  3.44964  -0.17467
O  -6.92402  -2.86745  4.81842
C  0.39118  -4.91687  -2.06905
H  -2.62110  1.43038  3.82994
C  -6.36036  -2.18425  4.01057
C  -2.05551  4.50989  2.53739
N  -0.69400  -2.04694  3.62402
C  -2.08650  -2.02560  3.75109
C  2.82424  -0.64487  -2.52863
C  -2.84536  -1.09347  3.05048
H  -2.96848  -4.39617  1.20291
C  -2.83247  2.11930  -0.33143
O  -0.50621  1.06645  2.28985
C  -4.30071  -0.89786  -6.23228
C  4.15369  -0.95509  3.53642
C  -5.02250  -1.45294  -0.22277
H  -4.66996  1.50608  -3.02194

Its LUMO energy is -0.50 eV. The highest occupied orbital energy is -6.0 eV. As for the frontier orbital gap: 5.50 eV.

---

## 2
Density functional theory data (ωB97M-V/def2-TZVPD) for a molecular structure, C44H43CsFGeN7O4SSi.

Element x y z (Å)
C  -2.18495  5.11231  -2.59653
H  -2.14870  -6.07910  -3.50225
H  7.75318  0.76218  0.35186
H  0.16726  -1.37611  -0.20705
H  2.51998  2.69281  0.15532
H  -3.03301  -4.26653  2.75614
H  -1.81836  -0.27050  2.80562
C  2.99152  3.14316  -0.71058
C  4.36121  3.34761  -0.74547
H  -4.55566  -4.21912  1.86164
C  4.56752  0.08415  0.09137
N  -0.36539  2.37163  3.92092
H  -3.65542  1.66263  -2.03417
H  2.47016  -0.16165  0.34948
C  5.77905  0.96935  1.97310
C  -0.63119  -5.00617  1.64774
Cs  -0.55620  1.39997  0.52219
H  2.40691  -3.77907  3.68468
N  -2.52496  -2.19374  0.23537
Si  -3.29427  -2.01541  1.81505
C  -3.77703  -1.23710  -3.14614
S  1.90605  0.78516  3.04590
C  -5.30126  -2.81374  -2.18832
C  4.61133  0.98135  2.71764
C  -4.73039  -0.82627  1.58004
H  -5.53217  -1.95401  -4.14667
C  0.46469  2.91443  3.00097
O  6.87980  5.12141  -2.56419
H  -2.06871  2.63547  5.02078
C  3.40022  0.11067  0.83484
C  -0.84428  4.77036  2.75251
H  -2.50243  -1.33107  4.02621
C  4.97101  3.90866  -1.86573
N  -1.94437  2.79531  -2.04879
C  -1.49789  -5.23614  -3.30840
C  0.18088  -3.68652  -4.05346
C  4.19249  4.27243  -2.95782
C  -3.34413  -2.13185  -0.91260
H  6.97500  0.00696  -0.89045
C  0.15351  -3.06567  -2.81129
H  -5.16629  3.53061  -2.63656
H  6.88094  2.54982  -0.95865
C  -4.93252  -1.99758  -3.24795
C  2.82645  4.05622  -2.94080
H  4.67466  4.71777  -3.81763
C  3.41891  0.57875  2.14028
N  0.22149  4.09111  2.36658
H  1.46873  -2.36109  1.90984
C  6.44356  4.20097  -1.92593
H  4.96076  3.09183  0.12004
H  -0.56327  -6.75788  2.88167
H  4.54338  -0.22698  -0.94633
C  -0.11253  -5.79891  2.66019
H  -4.90605  -0.25703  2.49559
C  -3.25626  2.65946  -2.19281
C  0.05151  4.17460  -2.14105
C  -0.69084  -3.52323  -1.80463
C  1.56143  -4.13100  3.10781
H  -4.43725  -3.46938  3.45434
H  -2.58269  4.89812  4.04359
H  -3.44525  -0.58743  -3.94535
C  -1.71991  4.32792  3.73413
H  6.70513  1.32317  2.41089
H  2.22295  4.29135  -3.80858
C  -1.51818  -4.61451  -2.06934
H  -4.51436  -0.11568  0.77747
N  1.56845  2.26334  2.58048
H  0.84265  -3.31996  -4.82778
H  -1.70689  6.07085  -2.75010
H  0.43504  5.17293  -2.37766
H  4.61009  1.33047  3.74162
C  -1.42294  3.08758  4.27351
C  -0.64554  -4.77217  -4.30243
C  -1.41748  4.00575  -2.25548
H  -1.13151  -1.86985  3.06060
H  0.79231  -2.20702  -2.63322
C  2.22255  3.49909  -1.81437
C  -3.55649  4.96038  -2.73520
O  0.95958  -0.15345  2.43939
H  -0.62987  -5.25524  -5.27090
C  -0.06340  -3.76635  1.35819
Ge  -0.72749  -2.64061  -0.07041
C  5.75452  0.54680  0.64690
H  -4.78945  -3.54749  -0.24119
H  -6.19937  -3.41325  -2.25438
H  -2.20021  -4.97815  -1.30814
C  1.04082  -3.33733  2.09414
C  -4.51316  -2.88422  -1.05038
H  -4.18028  5.80416  -2.99828
C  -4.10481  3.70785  -2.53386
C  -3.03031  -1.31145  -1.99043
N  6.89217  0.72212  -0.17874
C  0.98446  -5.35997  3.39113
C  -3.90123  -3.64556  2.51798
N  0.82835  3.23734  -1.79536
O  2.21478  0.59054  4.43629
O  7.27221  3.40346  -1.23330
H  -1.48949  -5.35831  1.08543
F  -1.92717  -0.52418  -1.90003
H  1.38381  -5.97736  4.18559
H  -1.01341  5.71402  2.24075
H  -5.66043  -1.33289  1.31929
C  -2.06636  -1.31117  3.02403

Its LUMO energy is -0.62 eV. The highest occupied orbital energy is -7.9 eV. As for the frontier orbital gap: 7.32 eV.

---

So which one wins? Going from most stable to least: 2, 1.

---

## 1
Density functional theory data (ωB97M-V/def2-TZVPD) for a gas-phase ion, C8H11N4 (charge +1).

Element x y z (Å)
H  -1.02725  -4.02902  0.42092
N  0.55093  1.55496  -1.61785
C  2.03530  2.72728  -0.40961
C  -1.11127  2.45874  -0.05403
H  2.02637  2.23598  -2.68454
C  0.17325  1.64075  -0.24163
C  -0.38104  -3.30627  -0.16867
H  -1.33198  3.07511  -0.84451
C  0.09259  0.18615  0.39413
H  -1.87474  1.73252  -0.14226
N  0.13373  -1.56661  1.62106
H  -0.52264  -0.81099  -1.33105
N  -0.30578  -0.78718  -0.34468
H  2.88345  3.28411  -0.02438
H  0.00529  -2.31342  2.25815
H  -1.02929  -3.32406  -0.97176
C  -0.22964  -1.89608  0.37164
H  0.51000  -3.81616  -0.21870
C  0.38834  -0.25817  1.64566
N  1.20151  2.42388  0.49865
H  -1.14178  3.08730  0.91382
C  1.66402  2.18718  -1.68958
H  0.77355  0.16935  2.56118

As for the charge: +1. Its LUMO energy is -3.16 eV. The highest occupied orbital energy is -13.7 eV. As for the frontier orbital gap: 10.54 eV.

---

## 2
Density functional theory data (ωB97M-V/def2-TZVPD) for a gas-phase ion, C8H11N4 (charge +1).

Element x y z (Å)
C  -2.25189  2.50672  0.46809
H  -1.09387  -2.37861  -1.32735
C  -2.12002  0.03662  0.75023
N  -1.26699  -0.96798  0.46120
C  2.76831  0.51175  0.37940
H  2.26054  -1.75998  -1.73146
C  -0.13328  -0.34809  -0.02010
H  3.62468  -0.11393  -1.31226
C  1.81488  -1.06059  -1.05250
H  0.82108  1.35401  0.86617
H  -3.04469  -0.06539  1.13517
C  1.91841  0.83974  1.30929
H  2.13378  0.77839  2.43470
H  -1.79730  3.14419  -0.23042
C  -0.05143  -2.48776  -0.98226
H  -3.38762  2.24104  0.27348
H  -2.19463  2.97483  1.54475
N  0.64745  -1.28254  -0.63210
H  0.48937  -2.97262  -1.77210
H  -0.07468  -3.10958  -0.05986
C  -0.30477  1.05719  -0.13054
N  2.77751  -0.10524  -0.78006
N  -1.53485  1.20782  0.40853

As for the charge: +1. Its LUMO energy (alpha / beta) is -4.95 / -4.95 eV. The highest occupied orbital energy (alpha / beta) is -12.4 / -12.4 eV. As for the frontier orbital gap (alpha / beta): 7.49 / 7.50 eV.

---

So which one wins? Going from most stable to least: 1, 2.

---

## 1
Density functional theory data (ωB97M-V/def2-TZVPD) for a single CH3Br2PS molecule.

Element x y z (Å)
H  -1.35570  -0.23787  -0.81999
C  -1.51274  0.20926  0.07081
P  1.48691  -0.05333  -0.77250
S  0.20622  0.69660  0.62749
H  -1.92536  -0.55804  0.78462
Br  1.96652  -2.14800  -0.06660
H  -2.13549  1.07747  0.26189
Br  3.26963  1.01391  -0.08574

Its LUMO energy is 0.04 eV. The highest occupied orbital energy is -9.2 eV. As for the frontier orbital gap: 9.19 eV.

---

## 2
Density functional theory data (ωB97M-V/def2-TZVPD) for a molecular structure, CH3Br2PS.

Element x y z (Å)
H  -1.94083  0.18188  2.10180
Br  -0.32841  2.11895  1.96175
Br  0.17659  -1.01367  1.50606
C  -0.87618  0.35546  2.13540
H  0.43796  -0.19327  -3.13429
P  0.27597  -0.03820  -1.75767
S  0.71743  -1.97177  -1.20646
H  1.53748  0.56062  -1.60658

Its LUMO energy (alpha / beta) is -0.73 / -2.05 eV. The highest occupied orbital energy (alpha / beta) is -9.1 / -8.3 eV. As for the frontier orbital gap (alpha / beta): 8.33 / 6.22 eV.

---

So which one wins? Going from most stable to least: 1, 2.